[1]
The following is a DFT calculation (ωB97M-V/def2-TZVPD) of an isolated molecule of C21H13N3O2.

Geometry (Å):
O -4.366 -1.433 0.003
O 0.113 -3.131 -0.883
N -0.440 0.391 -0.345
N -0.199 -2.170 2.433
N 2.378 1.003 3.484
C -0.755 -0.991 -0.431
C 2.114 -0.355 -1.537
C -3.448 0.551 0.448
C 4.314 -0.403 -0.580
C 0.348 -1.957 -0.706
C 0.201 -1.152 2.078
C -2.017 -1.458 -0.323
C -0.488 2.489 -1.461
C 0.840 2.219 0.516
C 0.712 0.116 1.764
C 1.623 0.612 2.712
C 3.945 -1.469 0.224
C -3.198 -0.742 0.024
C 0.423 3.007 -0.505
C -5.332 -0.609 0.401
C 2.663 -1.980 0.151
C -0.874 1.195 -1.352
C 0.376 0.876 0.656
C 3.404 0.140 -1.471
C 1.731 -1.406 -0.710
C -4.830 0.629 0.692
H 1.416 0.061 -2.251
H -2.737 1.339 0.586
H 2.359 -2.808 0.774
H 1.524 2.583 1.267
H 4.656 -1.903 0.910
H 0.772 4.023 -0.597
H 3.696 0.956 -2.116
H -2.146 -2.522 -0.481
H -0.850 3.101 -2.268
H -1.534 0.722 -2.064
H -5.377 1.482 1.037
H -6.330 -1.000 0.441
H 5.314 -0.001 -0.519

Output
Molar mass   339.354 g/mol
Relative energy (zero: lowest compared OMol25 entry of this formula, charge and spin)   0.000 eV
2S+1   1
Orbital gap   7.13 eV
Energy   -30550.883 eV
Structure (SMILES)   N#CC(C#N)=C1C=CC=CN1/C(=C\c1ccco1)C(=O)c1ccccc1

Atom charges from the natural (NBO) analysis, given in e for atoms 1 to 8: atom 1 (O): -0.374, atom 2 (O): -0.510, atom 3 (N): -0.381, atom 4 (N): -0.326, atom 5 (N): -0.335, atom 6 (C): 0.001, atom 7 (C): -0.194, atom 8 (C): -0.242

=====

[2]
The following is a DFT calculation (ωB97M-V/def2-TZVPD) of a structure of composition C21H14B2Cl52NO3.

Geometry (Å):
Cl -1.438 9.905 7.666
Cl -3.045 -5.501 -0.391
Cl 7.286 -7.284 2.192
Cl -1.572 11.303 5.118
Cl 3.188 1.234 -5.510
Cl 6.152 -8.784 -0.028
Cl -3.885 -5.385 -9.477
Cl -2.912 -6.899 2.157
Cl 2.454 -4.435 -4.652
Cl 1.642 -3.510 -7.284
Cl 8.069 -6.656 -0.538
Cl -1.552 0.704 5.770
Cl -3.225 -5.102 -6.657
Cl 5.389 -6.008 0.392
Cl 1.236 1.077 -7.662
Cl 2.757 3.501 -1.178
Cl -1.189 -3.213 -7.885
Cl -6.392 5.327 7.424
Cl 1.447 4.621 1.166
Cl -7.594 5.864 4.830
Cl 0.841 2.954 -5.474
Cl -5.336 4.042 5.038
Cl 4.173 8.877 5.200
Cl 4.782 4.896 -5.889
Cl -0.302 -3.411 -5.121
Cl 6.093 3.777 -8.233
Cl -0.147 3.530 -1.010
Cl 4.783 10.065 7.784
Cl -6.007 -5.287 -7.488
Cl -1.175 -2.056 6.607
Cl 0.944 -0.107 7.025
Cl -0.128 8.785 5.322
Cl 3.188 3.805 -8.065
Cl 3.990 11.759 5.555
Cl 2.039 10.010 6.820
Cl -1.497 0.037 8.601
Cl 0.558 0.096 -5.008
Cl 1.313 6.019 -1.382
Cl 5.274 -4.440 -5.371
Cl -4.192 -3.913 1.950
Cl -1.601 -8.018 -0.187
Cl 4.649 6.294 -8.437
Cl -4.506 -7.990 -0.019
Cl -4.608 -1.171 2.830
Cl -6.514 -2.424 1.023
Cl 4.448 -5.295 -2.715
Cl -3.857 -1.715 0.073
Cl -4.944 6.895 5.447
Cl -0.178 -5.741 -6.859
Cl -3.032 8.814 5.490
Cl 3.855 -6.957 -5.029
Cl -4.280 -7.622 -7.659
O -1.524 -0.471 1.540
O -1.576 -0.778 -1.637
O -0.101 0.785 2.891
N 0.654 -2.759 3.115
C -0.007 -3.969 -6.787
C -4.793 -2.306 1.469
C 0.528 -2.766 1.727
C 4.008 -5.282 -4.442
C 3.746 10.178 6.340
C -6.066 5.532 5.685
C 0.822 0.576 -1.715
C -3.330 2.159 4.020
C -4.349 -5.849 -7.820
C 1.343 4.418 -0.601
C 6.724 -7.183 0.505
C 1.456 1.341 -5.913
C 0.924 -1.411 0.893
C -0.820 -0.355 7.001
C -0.285 -0.302 0.764
C -3.016 -7.102 0.390
C -2.637 1.114 3.338
C 0.195 1.140 1.463
C 4.678 4.693 -7.656
C -1.543 9.701 5.899
C 0.027 -4.193 1.064
B -1.405 0.057 2.913
B -0.427 -0.192 -0.904
H -0.075 -4.008 -0.105
H 0.415 1.367 -2.505
H 1.312 1.477 1.280
H 1.548 1.153 -0.998
H 1.805 -0.887 1.460
H -1.340 -0.944 3.562
H -0.672 1.858 1.141
H 1.229 -1.768 -0.205
H 1.490 -0.231 -2.288
H 0.775 -5.079 1.242
H -1.313 -1.674 -2.030
H -3.807 2.981 4.743
H -1.043 -4.480 1.475
H 1.011 -1.809 3.415

Output
Total charge   -1
Molar mass   2193.527 g/mol
2S+1   1
Orbital gap   6.36 eV
Energy   -682146.145 eV

Atom charges from the Mulliken analysis, given in e for atoms 1 to 8: atom 1 (Cl): -0.109, atom 2 (Cl): -0.012, atom 3 (Cl): -0.099, atom 4 (Cl): -0.095, atom 5 (Cl): -0.074, atom 6 (Cl): -0.099, atom 7 (Cl): -0.108, atom 8 (Cl): -0.083

=====

[3]
The following is a DFT calculation (ωB97M-V/def2-TZVPD) of a structure of composition C21H14BCl3F4IrN5O5S.

Geometry (Å):
Ir -0.376 -0.590 -0.172
Cl 2.698 -1.080 1.644
Cl 5.611 0.485 1.855
Cl 3.322 1.813 0.545
S -1.980 1.633 2.944
F -2.345 -1.481 -0.300
F -3.411 -1.673 1.739
F -4.558 -2.093 -0.211
F -3.975 0.066 0.334
O -0.545 2.576 -1.019
O 4.702 -0.681 -2.008
O -1.115 1.135 0.604
O -0.174 -0.957 1.959
O 2.494 -0.206 -2.525
N -1.863 2.437 -5.519
N -0.525 -0.175 -2.076
N 0.364 -2.392 -0.827
N 3.561 -1.929 2.643
N 1.405 -0.579 -5.895
C 1.652 -2.745 -0.533
C 2.236 -3.862 -1.150
C -0.390 0.605 -4.484
C -3.435 5.259 2.049
C -0.504 0.218 -3.161
C 2.403 -2.034 0.439
C -0.349 -3.148 -1.675
C -3.130 4.079 2.701
C 1.491 -4.614 -2.029
C 0.771 -0.847 2.678
C -2.998 5.483 0.746
C -1.940 3.315 0.752
C 0.808 -0.561 4.132
C -1.132 2.297 0.010
C 3.973 0.531 1.392
C -2.369 3.096 2.061
C 0.594 -0.047 -5.266
C -1.209 1.613 -5.043
C 0.172 -4.263 -2.288
C -2.253 4.509 0.110
C 3.596 -0.443 -2.270
B -3.671 -1.263 0.443
H -3.246 6.404 0.234
H -0.442 -4.831 -2.970
H -1.360 -2.806 -1.847
H 4.342 -4.395 2.174
H 1.117 -1.471 4.648
H 1.932 -5.475 -2.513
H -3.489 3.911 3.709
H 3.759 -1.290 3.419
H -4.030 6.005 2.562
H 3.261 -4.106 -0.912
H 1.549 0.217 4.326
H -0.172 -0.224 4.469
H -1.897 4.634 -0.904
H 1.074 -0.060 0.276

Output
⟨S²⟩   8.815
Total charge   -1
Molar mass   833.820 g/mol
Relative energy (zero: lowest compared OMol25 entry of this formula, charge and spin)   15.600 eV
2S+1   6
Orbital gap (alpha / beta)   6.01 / 4.74 eV
Energy   -102470.813 eV

Atom charges from the natural (NBO) analysis, given in e for atoms 1 to 8: atom 1 (Ir): 1.002, atom 2 (Cl): 1.187, atom 3 (Cl): 0.052, atom 4 (Cl): 0.110, atom 5 (S): 0.169, atom 6 (F): -0.597, atom 7 (F): -0.561, atom 8 (F): -0.555

=====

[4]
The following is a DFT calculation (ωB97M-V/def2-TZVPD) of an isolated molecule of C21H14BrN3O.

Geometry (Å):
Br 1.662 -4.219 -3.073
O -0.140 1.629 4.231
N -1.926 2.358 3.090
N 1.014 0.463 -0.536
N -4.317 4.063 0.944
C 1.664 -2.590 1.296
C -0.045 3.680 0.919
C 1.271 -1.756 0.251
C 1.282 -2.247 -1.054
C 1.663 -3.553 -1.286
C 0.309 0.055 1.706
C -3.649 2.067 -0.163
C 0.188 2.294 0.826
C 0.866 -0.361 0.474
C -2.741 2.595 1.982
C -3.537 3.744 1.954
C 2.047 -3.895 1.041
C 0.707 1.762 -0.388
C -0.688 1.781 3.161
C -4.362 3.255 -0.101
C 0.176 4.491 -0.159
C 0.914 2.626 -1.485
C 2.045 -4.391 -0.252
C -0.061 1.365 1.870
C -2.831 1.725 0.898
C 0.644 3.960 -1.371
H -0.383 4.100 1.855
H -3.736 1.415 -1.018
H 0.126 -0.656 2.497
H 1.695 -2.216 2.307
H -2.284 0.794 0.890
H 1.299 2.198 -2.397
H 2.339 -5.410 -0.454
H 2.355 -4.534 1.854
H 0.804 4.621 -2.210
H -2.245 2.750 3.969
H -0.007 5.553 -0.081
H -5.006 3.570 -0.910
H -3.538 4.434 2.789
H 0.993 -1.594 -1.862

Output
Molar mass   404.267 g/mol
Relative energy (zero: lowest compared OMol25 entry of this formula, charge and spin)   0.046 eV
2S+1   1
Orbital gap   8.36 eV
Energy   -98565.503 eV
Structure (SMILES)   O=C(Nc1cccnc1)c1cc(-c2cccc(Br)c2)nc2ccccc12

Atom charges from the natural (NBO) analysis, given in e for atoms 1 to 8: atom 1 (Br): 0.050, atom 2 (O): -0.573, atom 3 (N): -0.611, atom 4 (N): -0.405, atom 5 (N): -0.396, atom 6 (C): -0.210, atom 7 (C): -0.202, atom 8 (C): 0.015